# 1
{"formula": "C24H43F3N3O5P", "method": "ωB97M-V/def2-TZVPD", "smiles": "C#C[C@]1(P(O)O)[C@H](NCCCC)NC(=O)[C@]1(F)N(C(=O)F)C(=O)F.CCCCCC.CCCCCC", "orbital_gap_ev": 8.42, "charge": 0, "total_energy_ev": -57727.306, "lumo_ha": -0.0247, "species": ["C", "C", "C", "P", "O", "O", "C", "N", "C", "C", "C", "C", "N", "C", "O", "C", "F", "N", "C", "O", "F", "C", "O", "F", "H", "H", "H", "H", "H", "H", "H", "H", "H", "H", "H", "H", "H", "H", "H", "C", "C", "C", "C", "C", "C", "H", "H", "H", "H", "H", "H", "H", "H", "H", "H", "H", "H", "H", "H", "C", "C", "C", "C", "C", "C", "H", "H", "H", "H", "H", "H", "H", "H", "H", "H", "H", "H", "H", "H"], "coordinates": [[-0.506, -1.276, 4.229], [0.511, -0.901, 3.465], [1.571, -0.308, 2.370], [2.412, 1.075, 3.448], [1.463, 2.529, 3.355], [2.269, 0.611, 5.127], [0.633, 0.173, 1.147], [-0.848, 0.080, 1.246], [-1.396, -1.210, 0.721], [-2.990, -1.399, 0.896], [-3.636, -0.679, 2.190], [-4.405, -1.821, 3.076], [1.351, -0.351, -0.060], [2.542, -1.170, 0.227], [3.272, -1.546, -0.745], [2.695, -1.380, 1.826], [3.969, -0.687, 2.095], [2.591, -2.745, 2.416], [2.958, -3.821, 1.457], [4.053, -3.943, 0.852], [1.959, -4.860, 1.238], [3.355, -2.862, 3.694], [2.913, -2.461, 4.819], [4.680, -3.468, 3.740], [-1.578, -1.395, 4.654], [0.758, 2.482, 4.057], [1.457, 1.048, 5.517], [0.848, 1.320, 1.064], [-1.213, 0.896, 0.726], [-0.858, -2.078, 1.259], [-1.184, -1.279, -0.428], [-3.170, -2.545, 1.029], [-3.526, -1.064, -0.065], [-4.487, 0.032, 1.821], [-2.913, -0.034, 2.807], [-4.540, -1.505, 4.181], [-3.845, -2.835, 3.063], [-5.445, -2.039, 2.595], [0.801, -0.570, -0.903], [-5.333, -0.720, -2.474], [-4.975, -2.192, -2.626], [-3.804, -2.434, -3.581], [-4.042, -1.999, -5.032], [-5.249, -2.642, -5.717], [-5.135, -4.155, -5.842], [-5.661, -0.284, -3.419], [-6.149, -0.604, -1.754], [-4.476, -0.147, -2.107], [-5.857, -2.752, -2.951], [-4.705, -2.588, -1.641], [-3.547, -3.498, -3.557], [-2.922, -1.902, -3.203], [-3.140, -2.229, -5.612], [-4.155, -0.911, -5.072], [-5.344, -2.217, -6.722], [-6.172, -2.385, -5.188], [-4.240, -4.433, -6.406], [-6.005, -4.556, -6.370], [-5.091, -4.639, -4.863], [5.269, 6.794, 0.456], [5.582, 5.673, -0.525], [4.335, 4.940, -1.025], [3.523, 4.217, 0.055], [4.296, 3.174, 0.864], [4.816, 2.020, 0.018], [4.795, 6.416, 1.364], [6.191, 7.305, 0.751], [4.604, 7.534, 0.002], [6.282, 4.968, -0.066], [6.101, 6.102, -1.389], [4.636, 4.223, -1.796], [3.677, 5.661, -1.525], [2.666, 3.731, -0.426], [3.100, 4.954, 0.747], [3.628, 2.767, 1.632], [5.128, 3.642, 1.400], [3.994, 1.510, -0.493], [5.326, 1.289, 0.651], [5.531, 2.362, -0.734]], "forces_ev_per_a": [[4.7, 2.7, -4.7], [-5.2, -2.1, 2.8], [-3.6, -2.5, 2.9], [1.2, 1.8, 1.6], [-0.4, -2.7, 1.3], [-1.5, 1.5, -2.3], [1.3, 2.8, -0.5], [1.2, -0.7, -0.9], [-0.3, -0.6, -0.7], [0.3, -0.2, 0.4], [-1.4, -0.4, -0.2], [0.0, 0.0, -0.1], [1.3, -2.2, 2.0], [-0.5, -0.4, -4.8], [-2.7, 1.2, 4.9], [0.0, 3.3, -0.2], [-1.8, -2.3, -0.3], [2.3, -0.8, -0.6], [4.3, -2.3, -3.2], [-6.0, 0.8, 3.3], [2.1, 3.3, 1.2], [-0.6, 1.4, 6.4], [2.3, -2.1, -6.9], [-3.8, 1.4, -1.3], [2.7, 0.1, -0.8], [0.6, 0.3, -1.1], [1.1, -1.0, -0.4], [-0.7, -1.8, 0.5], [0.1, -0.8, 0.4], [-0.7, 1.5, -0.8], [-0.3, -0.3, 1.9], [0.3, 2.1, -0.5], [0.8, -0.5, 1.5], [1.7, -1.1, 0.7], [-0.9, -1.3, -1.0], [0.1, -0.5, -1.9], [-0.7, 1.8, 0.1], [1.8, 0.5, 1.0], [0.9, 0.2, 0.6], [-0.2, 0.0, 0.1], [0.1, 0.0, 0.0], [0.0, -0.2, 0.0], [0.0, 0.1, 0.0], [0.1, 0.0, -0.1], [-0.2, -0.1, 0.0], [0.0, 0.0, 0.1], [0.1, 0.1, -0.1], [0.0, 0.0, -0.1], [0.1, 0.0, 0.0], [0.0, 0.0, -0.1], [0.0, 0.1, 0.0], [0.0, 0.0, 0.0], [-0.1, 0.0, 0.0], [0.0, 0.0, 0.0], [0.0, 0.0, 0.1], [0.0, 0.0, 0.0], [0.0, 0.0, 0.1], [0.1, 0.0, 0.0], [0.0, 0.0, -0.1], [0.2, 0.1, 0.1], [-0.1, 0.0, -0.1], [0.0, -0.1, -0.1], [0.0, 0.1, 0.1], [-0.2, 0.0, -0.1], [0.2, 0.0, 0.2], [0.0, 0.0, 0.0], [-0.1, 0.0, 0.0], [0.0, -0.1, 0.1], [-0.1, 0.0, 0.0], [0.0, -0.1, 0.0], [0.0, 0.0, 0.0], [0.1, 0.0, 0.0], [0.0, 0.0, 0.0], [0.0, 0.0, 0.0], [0.1, 0.1, 0.0], [-0.1, 0.0, 0.0], [0.1, 0.0, 0.0], [0.0, 0.0, -0.1], [-0.1, -0.1, 0.0]]}


# 2
{"formula": "C24H43FP2Yb", "method": "ωB97M-V/def2-TZVPD", "orbital_gap_ev": [4.44, 4.35], "charge": 1, "total_energy_ev": -78400.083, "multiplicity": 2, "s_squared": 0.769, "lumo_ha": [-0.1631, -0.1633], "species": ["Yb", "C", "C", "C", "C", "C", "C", "H", "H", "H", "C", "H", "H", "H", "C", "H", "H", "H", "C", "H", "H", "H", "C", "H", "H", "H", "C", "C", "C", "C", "C", "C", "C", "C", "H", "H", "H", "H", "H", "H", "H", "H", "H", "H", "H", "H", "P", "P", "C", "C", "H", "H", "H", "H", "C", "H", "H", "H", "C", "H", "H", "H", "C", "H", "H", "H", "C", "H", "H", "H", "F"], "coordinates": [[-1.509, 2.143, -3.572], [0.334, 0.112, 1.806], [1.325, 0.642, 0.910], [-0.496, 2.057, 0.849], [-0.753, 1.021, 1.787], [0.789, 1.817, 0.270], [0.364, -1.154, 2.560], [0.892, -1.924, 1.986], [-0.670, -1.529, 2.671], [0.808, -1.122, 3.575], [-2.041, 0.915, 2.572], [-1.979, 0.115, 3.307], [-2.889, 0.714, 1.900], [-2.220, 1.876, 3.068], [-1.432, 3.132, 0.365], [-1.449, 3.994, 1.075], [-2.475, 2.762, 0.258], [-1.169, 3.544, -0.646], [1.531, 2.586, -0.760], [2.361, 3.162, -0.325], [0.878, 3.364, -1.221], [1.959, 1.982, -1.591], [2.600, -0.039, 0.532], [3.474, 0.633, 0.624], [2.563, -0.373, -0.528], [2.832, -0.940, 1.132], [-0.321, -2.725, -1.107], [0.689, -3.327, -0.415], [2.070, -3.537, -0.941], [2.308, -2.989, -2.353], [2.440, -1.419, -2.453], [1.517, -0.579, -2.995], [0.069, -0.822, -2.939], [-0.410, -2.302, -2.599], [2.442, -4.591, -0.873], [1.582, -3.450, -3.091], [2.698, -2.956, -0.247], [-0.115, -3.053, -3.384], [-1.018, -2.069, -0.484], [0.631, -3.346, 0.697], [-1.520, -2.217, -2.803], [-0.515, -0.186, -2.216], [1.890, 0.291, -3.646], [-0.234, -0.765, -4.035], [3.361, -3.266, -2.597], [3.488, -1.038, -2.439], [-1.043, -0.452, -5.980], [-1.018, 2.293, -7.233], [-1.176, -0.436, -7.871], [-1.653, 0.922, -8.354], [-1.880, -1.219, -8.199], [-0.190, -0.673, -8.309], [-1.312, 1.113, -9.385], [-2.750, 0.989, -8.358], [-1.714, 3.553, -8.367], [-1.377, 4.557, -8.075], [-2.814, 3.521, -8.313], [-1.411, 3.355, -9.411], [0.658, 2.244, -8.002], [0.588, 2.181, -9.102], [1.252, 1.391, -7.643], [1.203, 3.164, -7.747], [-2.557, -1.486, -5.800], [-2.680, -1.828, -4.766], [-2.512, -2.356, -6.470], [-3.432, -0.879, -6.072], [0.261, -1.778, -6.120], [0.946, -1.525, -6.955], [-0.233, -2.736, -6.346], [0.870, -1.855, -5.199], [-2.199, 1.482, -1.688]], "forces_ev_per_a": [[0.0, -1.1, 0.7], [1.8, 1.0, -1.1], [-0.7, 0.0, -0.4], [-1.6, -1.2, 1.0], [-1.7, 2.8, -1.3], [1.9, -2.6, 1.2], [-0.4, -0.9, 0.1], [0.1, 0.3, 0.3], [0.4, 0.1, 0.1], [-0.1, 0.3, -0.5], [0.4, 0.2, -0.5], [-0.1, 0.1, 0.1], [0.1, 0.0, 0.2], [-0.2, -0.3, 0.1], [-0.6, 0.5, 0.4], [0.0, -0.4, -0.5], [0.7, 0.2, 0.2], [0.0, -0.4, 0.9], [-0.3, 0.8, -0.8], [-0.1, -0.2, 0.0], [0.3, -0.4, 0.2], [-0.2, 0.0, 0.6], [0.7, -0.1, -0.4], [-0.3, -0.3, 0.0], [0.1, 0.3, 0.8], [-0.3, 0.5, -0.1], [1.0, 1.5, 0.9], [-1.1, 1.5, -0.4], [0.4, -0.7, 0.0], [0.9, 0.6, 0.3], [-0.3, -0.1, -2.1], [2.0, -0.1, 0.3], [-1.2, -1.8, -1.1], [-1.7, 0.0, -0.1], [-0.4, 0.7, 0.0], [1.4, 0.8, 0.9], [0.1, -0.3, -0.1], [0.0, 0.8, 1.1], [0.4, -1.6, -0.7], [-0.3, -0.2, -1.0], [0.9, -0.2, 0.4], [0.6, 0.0, -0.8], [-0.5, -0.7, 1.6], [-0.3, 0.6, 1.9], [-0.9, -0.2, -0.2], [-0.8, -0.5, -0.1], [0.0, -1.7, -2.1], [-0.2, 0.2, -2.2], [-0.1, 0.4, -0.1], [-0.5, 0.0, 0.5], [0.4, 0.1, 0.2], [-0.5, 0.2, 0.3], [-0.2, 0.1, 0.4], [0.2, -0.1, 0.0], [-0.2, 0.8, 0.1], [-0.2, -0.2, -0.2], [0.3, 0.1, 0.0], [-0.1, 0.1, 0.5], [0.7, 0.2, 0.4], [-0.1, 0.0, 0.5], [-0.1, 0.2, 0.0], [0.0, -0.3, -0.1], [-0.2, -0.1, 0.6], [-0.1, 0.0, -0.2], [0.0, 0.3, 0.3], [0.1, -0.1, 0.1], [0.7, 0.0, 0.7], [-0.4, -0.1, 0.6], [0.3, 0.3, 0.1], [-0.3, -0.3, -0.5], [0.3, 0.3, -1.8]]}


# 3
{"formula": "C24H43IrN2P3S2", "method": "ωB97M-V/def2-TZVPD", "orbital_gap_ev": [5.65, 5.04], "charge": 4, "total_energy_ev": -80897.819, "multiplicity": 6, "s_squared": 8.803, "lumo_ha": [-0.3972, -0.5494], "species": ["Ir", "P", "P", "P", "H", "C", "C", "H", "C", "C", "C", "C", "C", "C", "C", "C", "C", "H", "H", "H", "H", "H", "H", "H", "H", "H", "H", "H", "H", "H", "H", "H", "H", "H", "H", "H", "H", "H", "H", "H", "H", "H", "H", "H", "H", "H", "C", "C", "C", "C", "C", "C", "S", "H", "H", "H", "H", "H", "H", "N", "C", "N", "C", "C", "C", "C", "C", "C", "S", "H", "H", "H", "H", "H", "H"], "coordinates": [[-0.409, 0.779, -0.489], [0.085, -1.166, 0.494], [1.851, 0.958, -1.237], [-2.675, 0.435, -0.038], [-1.510, 0.593, -4.268], [-1.764, 0.292, -3.239], [-0.940, 1.140, -2.345], [-0.028, 1.416, -2.886], [0.093, -2.617, -0.610], [1.720, -1.258, 1.336], [-0.917, -1.788, 1.908], [2.166, 2.202, -2.557], [2.942, 1.542, 0.107], [2.585, -0.551, -1.993], [-3.798, 1.628, -0.863], [-3.105, 0.713, 1.714], [-3.413, -1.180, -0.472], [-2.843, 0.406, -3.068], [-1.544, 2.076, -2.253], [0.669, -3.403, -0.101], [0.556, -2.393, -1.578], [-0.931, -2.969, -0.779], [1.699, -2.176, 1.940], [1.865, -0.403, 2.010], [2.558, -1.321, 0.634], [-0.381, -2.674, 2.281], [-1.927, -2.090, 1.619], [-0.970, -1.056, 2.722], [3.248, 2.394, -2.589], [1.640, 3.145, -2.348], [1.854, 1.820, -3.540], [3.374, 0.700, 0.655], [2.386, 2.172, 0.812], [3.748, 2.139, -0.336], [3.575, -0.294, -2.399], [1.957, -0.905, -2.824], [2.711, -1.370, -1.276], [-4.780, 1.564, -0.373], [-3.918, 1.406, -1.929], [-3.410, 2.649, -0.749], [-4.179, 0.950, 1.745], [-2.534, 1.556, 2.121], [-2.911, -0.178, 2.319], [-4.474, -1.147, -0.195], [-2.940, -2.017, 0.053], [-3.328, -1.354, -1.549], [-0.316, -2.243, -4.628], [0.045, -3.595, -4.592], [1.187, -4.036, -5.259], [1.999, -3.121, -5.928], [1.675, -1.757, -5.918], [0.524, -1.314, -5.256], [-1.898, -1.856, -3.877], [-2.572, -1.683, -4.998], [-0.622, -4.281, -4.068], [1.432, -5.100, -5.255], [2.867, -3.470, -6.481], [2.322, -1.053, -6.437], [0.248, -0.262, -5.258], [-0.078, 4.152, -1.347], [-0.156, 3.893, -0.002], [-0.205, 2.695, 0.574], [-0.074, 2.793, 1.980], [0.023, 1.754, 2.917], [0.198, 2.054, 4.272], [0.255, 3.390, 4.698], [0.185, 4.437, 3.762], [0.014, 4.132, 2.417], [-0.018, 5.257, 1.073], [-0.110, 5.135, -1.602], [-0.500, 3.522, -2.019], [-0.012, 0.719, 2.572], [0.261, 1.246, 5.004], [0.392, 3.612, 5.753], [0.243, 5.481, 4.061]], "forces_ev_per_a": [[0.4, -0.3, 1.1], [0.8, -2.0, 2.0], [0.5, 0.4, -0.1], [-1.1, 0.4, 0.3], [-0.5, -0.1, 0.3], [-0.4, 1.6, -0.7], [0.1, 1.9, -2.3], [-0.4, 0.0, -0.1], [0.0, 0.0, -0.2], [-0.1, -0.2, 0.0], [0.1, -0.2, -0.1], [0.0, -0.1, -0.1], [0.3, -0.1, -0.2], [0.2, 0.2, 0.1], [0.1, 0.0, 0.1], [-0.2, -0.1, -0.1], [0.0, 0.1, 0.0], [0.4, -0.5, -0.2], [0.1, 0.0, 0.0], [-0.2, 0.1, -0.2], [-0.1, -0.1, 0.2], [0.2, 0.1, 0.0], [0.2, 0.2, -0.1], [0.0, -0.3, -0.2], [-0.2, 0.0, 0.3], [-0.3, 0.2, -0.1], [0.3, 0.1, 0.2], [0.0, -0.2, -0.2], [-0.3, -0.1, 0.0], [0.4, -0.4, -0.1], [0.1, 0.2, 0.3], [0.0, 0.3, -0.1], [0.1, -0.2, -0.2], [-0.1, -0.2, 0.2], [-0.2, -0.1, 0.1], [0.1, 0.2, 0.2], [0.0, 0.2, -0.3], [0.2, 0.1, -0.2], [0.0, 0.1, 0.3], [-0.2, -0.2, 0.0], [0.3, -0.1, 0.2], [-0.2, -0.1, -0.1], [-0.1, 0.3, -0.1], [0.2, -0.1, -0.1], [-0.2, 0.2, -0.2], [-0.1, 0.1, 0.2], [-1.4, -2.5, 0.8], [-0.5, 0.5, 0.5], [-1.4, -1.5, 1.3], [1.0, 2.3, -1.2], [0.2, -0.2, 0.0], [1.3, 1.0, -1.2], [0.8, -2.4, 0.0], [-0.3, 0.4, -0.7], [0.3, 0.0, -0.3], [-0.1, 0.3, -0.1], [0.0, 0.1, 0.1], [-0.2, -0.1, 0.1], [0.2, -0.2, -0.1], [-0.9, -0.2, 2.3], [0.5, 1.6, -1.6], [0.0, -1.0, 2.1], [-0.2, 0.2, -2.5], [0.3, -0.8, 1.3], [-0.4, -1.4, -1.6], [0.2, 1.0, -0.1], [-0.3, 0.4, -0.7], [0.4, 1.3, 1.0], [-0.1, -0.4, 0.4], [0.1, -0.1, -0.1], [0.2, -0.2, 0.1], [0.0, 0.5, 0.2], [0.0, 0.2, -0.2], [-0.1, 0.0, -0.1], [0.1, -0.2, 0.2]]}